The following is a DFT calculation (the ωB97M-V functional and the def2-TZVPD basis) of the molecule C22H33N3O4S.

Atoms and positions in Å:
C: 3.035533 4.187723 2.522445
O: 2.164440 3.263275 3.120620
C: 1.766527 2.181943 2.392971
C: 2.140669 1.933375 1.083490
C: 1.667924 0.804460 0.425245
C: 2.106806 0.576805 -1.008298
N: 1.632555 -0.647933 -1.614386
C: 0.382855 -0.726607 -2.122237
S: -0.115763 -2.004158 -3.063897
N: -0.437608 0.336333 -1.885695
C: -1.828988 0.287415 -2.254972
C: -2.700857 0.229887 -1.008063
O: -2.225745 0.377738 0.108534
N: -4.006937 0.019361 -1.212224
C: -4.668232 -0.149032 -2.491268
C: -6.113235 -0.486213 -2.120252
C: -6.299247 0.217276 -0.776849
C: -4.950058 -0.004874 -0.104942
C: 2.572121 -1.741368 -1.767598
C: 3.198268 -2.189628 -0.434008
C: 4.635241 -2.560242 -0.791294
C: 5.017760 -1.515192 -1.835479
C: 3.759896 -1.396569 -2.697855
C: 0.835936 -0.076809 1.087221
C: 0.450741 0.148880 2.407492
O: -0.337787 -0.723967 3.100662
C: -1.071956 -1.681124 2.368757
C: 0.905161 1.295904 3.070355
O: 0.627701 1.646213 4.360937
C: -0.601381 1.259355 4.934429
H: 3.221891 4.947122 3.280288
H: 2.584961 4.660327 1.642539
H: 3.985752 3.723340 2.237058
H: 2.791623 2.611899 0.555602
H: 3.198560 0.556774 -1.038578
H: 1.781537 1.427188 -1.622707
H: -0.293690 0.821511 -1.004813
H: -1.982355 -0.601719 -2.876527
H: -2.089857 1.177860 -2.839627
H: -4.197851 -0.942388 -3.077116
H: -4.616828 0.782287 -3.068255
H: -6.819541 -0.150920 -2.876319
H: -6.223210 -1.563334 -1.992888
H: -7.122999 -0.191989 -0.197125
H: -6.472544 1.282902 -0.930798
H: -4.682572 0.763739 0.622258
H: -4.909209 -0.979688 0.394445
H: 1.999902 -2.564202 -2.202165
H: 2.651658 -3.023028 0.004398
H: 3.193062 -1.369651 0.284075
H: 5.293650 -2.550268 0.076023
H: 4.664724 -3.554951 -1.238017
H: 5.890569 -1.805893 -2.418147
H: 5.241459 -0.566660 -1.342549
H: 3.646109 -0.407188 -3.139607
H: 3.797730 -2.117052 -3.514165
H: 0.493073 -0.963291 0.581030
H: -1.768522 -2.120602 3.081717
H: -0.424199 -2.469383 1.971335
H: -1.626055 -1.207030 1.554857
H: -0.597289 0.208216 5.231607
H: -1.435849 1.435353 4.250832
H: -0.716030 1.888491 5.817500

Forces on atoms 1 to 2 (eV/Å):
C 0.141 0.139 -0.129
O -0.243 -0.382 0.023

Calculated total energy = -1721.519569 a.u.
Largest force on an atom = 0.9 eV/A
Relative energy (zero: lowest compared OMol25 entry of this formula, charge and spin) = 228.3 kJ/mol
2S+1 = 1
Kohn-Sham gap = 8.41 eV
LUMO = 0.653 eV
Structure (SMILES) = COc1cc(CN(C(=S)NCC(=O)N2CCCC2)C2CCCC2)cc(OC)c1OC
Highest occupied orbital energy = -7.7574 eV

natural (NBO) atomic charge list, values in e, 6 entries: C -0.25; O -0.48; C 0.29; C -0.35; C 0.05; C -0.27